(1)
Computed, not measured: a cluster of 2 separate species, H2N2O3S in total, with ωB97M-V/def2-TZVPD.

Summary:
- relative energy (zero: lowest compared OMol25 entry of this formula, charge and spin) (kcal per mole) = 28.48
- frontier orbital gap (hartree) = 0.292
- lowest unoccupied orbital energy (eV) = -1.50
- DFT total energy (Ha) = -734.4960
- E_HOMO (eV) = -9.4

Geometry (Å):
N (1.55072, -1.58618, 0.19530)
N (2.05719, -0.57315, -0.00175)
O (-1.63070, 0.54627, -0.32329)
O (-4.00926, 0.58665, 0.14568)
O (1.43783, 0.79190, -0.01700)
S (-2.82218, -0.16737, 0.12983)
H (2.97467, -0.18678, -0.16149)
H (0.44172, 0.58864, 0.03271)

=====

(2)
Computed, not measured: a structure of composition C39H46FeOP2, with ωB97M-V/def2-TZVPD.

Summary:
- relative energy (zero: lowest compared OMol25 entry of this formula, charge and spin) (kcal per mole) = 32.51
- multiplicity = 5
- frontier orbital gap (spin up / spin down) (hartree) = 0.230 / 0.227
- lowest unoccupied orbital energy (spin up / spin down) (eV) = 0.12 / 0.05
- DFT total energy (Ha) = -3535.0781
- E_HOMO (spin up / spin down) (eV) = -6.1 / -6.1

Geometry (Å):
Fe (-0.81423, -0.19521, 2.10724)
C (3.00968, -3.20396, 3.30316)
C (3.31742, -2.46085, 2.22755)
C (2.96844, -2.74829, 0.80504)
C (1.46401, -2.83898, 0.41300)
C (0.60927, -3.92035, 1.00135)
C (0.96180, -4.89263, 1.84234)
C (2.34734, -5.38676, 2.10439)
C (2.98014, -4.70992, 3.33919)
C (-2.82865, -0.17268, 2.15744)
H (3.08176, -2.74162, 4.28848)
H (3.78807, -1.47957, 2.38089)
H (3.45779, -3.67100, 0.48503)
H (3.38273, -1.94014, 0.18782)
H (0.98728, -1.87571, 0.67615)
H (1.39093, -2.93314, -0.68840)
H (-0.45244, -3.84750, 0.71194)
H (0.18672, -5.53755, 2.28769)
H (2.96473, -5.24515, 1.21494)
H (2.33387, -6.47775, 2.26827)
H (2.44085, -5.05032, 4.23652)
H (4.00577, -5.10149, 3.45722)
H (-3.21791, -0.21431, 3.18911)
H (-3.31174, -0.95299, 1.52949)
H (-2.97701, 0.84175, 1.70604)
P (0.46694, 2.68424, -1.48130)
P (-1.22920, 1.42868, -2.78792)
C (1.31330, 1.74373, -2.76829)
C (0.37469, 1.16173, -3.55263)
C (0.96081, 4.39420, -1.98392)
C (2.03612, 4.64719, -2.85777)
C (2.33946, 5.95437, -3.25817)
C (1.57018, 7.02902, -2.80612)
C (0.48690, 6.79044, -1.94715)
C (0.19097, 5.48758, -1.53330)
C (1.22298, 2.24007, 0.10575)
C (0.65306, 1.25967, 0.94217)
C (1.38865, 0.80965, 2.04370)
C (2.52246, 1.50682, 2.49470)
C (3.08289, 2.48671, 1.65847)
C (2.46097, 2.81207, 0.45153)
C (-2.15806, 2.25638, -4.18403)
C (-1.76128, 3.53409, -4.63557)
C (-2.38265, 4.12233, -5.74080)
C (-3.41645, 3.44826, -6.40975)
C (-3.81915, 2.18199, -5.97082)
C (-3.18860, 1.59125, -4.86907)
C (-1.92382, -0.25084, -2.68866)
C (-3.20511, -0.43510, -2.13457)
C (-3.79434, -1.69619, -2.14536)
C (-3.10869, -2.78744, -2.69473)
C (-1.82102, -2.61479, -3.20867)
C (-1.22498, -1.35689, -3.19097)
H (2.40614, 1.71779, -2.86106)
H (0.47386, 0.61442, -4.49979)
H (2.62962, 3.82307, -3.25395)
H (3.18436, 6.12734, -3.92945)
H (1.81288, 8.04817, -3.11690)
H (-0.12426, 7.62840, -1.60795)
H (-0.65373, 5.30454, -0.86662)
H (-0.39823, 0.90208, 0.73290)
H (1.10721, -0.12399, 2.58502)
H (2.94846, 1.26660, 3.47364)
H (4.01575, 2.97123, 1.94651)
H (2.94328, 3.49056, -0.25018)
H (-0.95649, 4.06366, -4.12078)
H (-2.06101, 5.10890, -6.08457)
H (-3.90872, 3.91420, -7.26751)
H (-4.62747, 1.65782, -6.49084)
H (-3.50336, 0.59496, -4.55911)
H (-3.74066, 0.41818, -1.71378)
H (-4.79608, -1.83149, -1.73805)
H (-3.57298, -3.77030, -2.71432)
H (-1.27687, -3.45732, -3.63451)
H (-0.22368, -1.22663, -3.59633)
C (-1.82482, -1.40488, 5.75373)
C (-0.78786, -1.94351, 4.77900)
C (0.54301, -2.12137, 5.51357)
C (-1.28596, -3.28259, 4.26016)
O (-0.59285, -1.04725, 3.74158)
H (-2.04578, -2.11096, 6.55832)
H (-2.75397, -1.17341, 5.23730)
H (-1.46745, -0.48284, 6.21808)
H (0.49765, -2.83315, 6.34520)
H (1.30129, -2.48185, 4.81422)
H (0.87502, -1.15219, 5.91702)
H (-2.13892, -3.13636, 3.59502)
H (-0.52156, -3.80435, 3.67973)
H (-1.58944, -3.94061, 5.07603)

=====

(3)
Computed, not measured: a cluster of 2 separate species, C5H11N2O4S2 in total, with ωB97M-V/def2-TZVPD.

Summary:
- net charge = -1
- relative energy (zero: lowest compared OMol25 entry of this formula, charge and spin) (kcal per mole) = 10.73
- frontier orbital gap (spin up / spin down) (hartree) = 0.236 / 0.236
- lowest unoccupied orbital energy (spin up / spin down) (eV) = 2.70 / 2.70
- DFT total energy (Ha) = -1403.7640
- E_HOMO (spin up / spin down) (eV) = -3.7 / -3.7

Geometry (Å):
C (0.76714, -1.42189, -0.74075)
C (3.35254, 2.04226, -0.28747)
C (-3.05375, -1.85210, 0.77670)
C (2.08734, 1.15495, -0.25863)
C (-2.00856, -0.89680, 1.40442)
N (1.84272, -1.29767, -0.03187)
N (-1.15178, 1.19888, 0.53785)
O (0.11087, 0.54109, -2.42743)
O (-1.48310, -1.27246, -2.01585)
O (2.52343, -0.09521, 0.10835)
O (-2.20073, 0.50827, 1.19356)
S (-1.60824, 2.64265, 0.15633)
S (-0.57105, -0.27961, -1.42910)
H (0.35011, -2.37336, -0.62669)
H (3.24105, 2.89703, -1.09434)
H (3.49463, 2.44258, 0.78187)
H (4.27884, 1.41070, -0.59918)
H (-3.80279, -2.23847, 1.52010)
H (-3.59282, -1.18755, 0.02952)
H (-2.52700, -2.60902, 0.06135)
H (1.49647, 1.32977, -1.19973)
H (1.44051, 1.60386, 0.46108)
H (-0.96878, -1.21508, 1.21493)
H (-2.01703, -1.03281, 2.46499)

=====

(4)
Computed, not measured: the ion C6H16N4 with charge +2, with ωB97M-V/def2-TZVPD.

Summary:
- net charge = +2
- relative energy (zero: lowest compared OMol25 entry of this formula, charge and spin) (kcal per mole) = 79.42
- frontier orbital gap (hartree) = 0.394
- lowest unoccupied orbital energy (eV) = -6.25
- DFT total energy (Ha) = -456.5212
- E_HOMO (eV) = -17.0
- structure (SMILES) = C/C=C(\[NH3+])N1C[C@H]1[NH2+]CN

Geometry (Å):
C (-0.60042, 2.09688, -0.36331)
C (0.17277, 1.15597, -0.83314)
C (-0.39586, -1.05967, -1.58557)
C (-0.57462, -1.11814, -0.14608)
C (-0.62774, 3.59530, -0.76027)
C (0.35861, -1.89486, 2.29230)
N (0.31435, -0.23577, -0.68710)
N (0.35140, -3.03851, 2.89381)
N (1.07417, 1.38042, -2.08116)
N (0.00007, -2.20148, 0.62138)
H (-1.22360, 2.04672, 0.47893)
H (0.16125, -1.86684, -2.00313)
H (-1.07761, -0.51293, -2.19888)
H (-1.43724, -0.93241, 0.45201)
H (-0.50758, 3.69480, -1.86364)
H (0.18047, 4.17503, -0.08241)
H (-1.52748, 4.10709, -0.47620)
H (1.27375, -1.35810, 2.16857)
H (-0.59491, -1.31679, 2.50118)
H (-0.44025, -3.35510, 3.47915)
H (1.14977, -3.60830, 2.99755)
H (2.02947, 1.03111, -1.78549)
H (0.67345, 0.71607, -2.80234)
H (1.21436, 2.37629, -2.31753)
H (-0.67677, -2.91943, 0.75792)
H (0.82773, -2.49277, 0.19959)

=====

(5)
Computed, not measured: a cluster of 5 separate species, H10O5 in total, with ωB97M-V/def2-TZVPD.

Summary:
- relative energy (zero: lowest compared OMol25 entry of this formula, charge and spin) (kcal per mole) = 28.03
- frontier orbital gap (hartree) = 0.408
- lowest unoccupied orbital energy (eV) = 0.54
- DFT total energy (Ha) = -382.1795
- E_HOMO (eV) = -10.6
- structure (SMILES) = O.O.O.O.O

Geometry (Å):
O (-2.49293, -1.61233, 0.92760)
H (-1.63693, -1.59733, 0.59660)
H (-2.99593, -2.10933, 0.30060)
O (2.15507, 1.03567, -0.95340)
H (3.02207, 1.30867, -1.22040)
H (1.94207, 1.17767, -0.03540)
O (-2.01393, -0.37633, -1.81140)
H (-1.30693, 0.16567, -2.10440)
H (-2.74093, 0.19367, -2.07040)
O (0.21407, -0.97333, 0.38060)
H (1.17307, -1.03833, 0.33960)
H (-0.05493, -0.60833, -0.43140)
O (1.86607, 1.38267, 1.73760)
H (0.99307, 1.01667, 1.93860)
H (1.87707, 2.03467, 2.40560)

=====

(6)
Computed, not measured: the molecule C5H4, with ωB97M-V/def2-TZVPD.

Summary:
- relative energy (zero: lowest compared OMol25 entry of this formula, charge and spin) (kcal per mole) = 106.25
- frontier orbital gap (hartree) = 0.315
- lowest unoccupied orbital energy (eV) = 0.17
- DFT total energy (Ha) = -192.6248
- E_HOMO (eV) = -8.4

Geometry (Å):
C (0.72418, -1.35883, -0.21617)
C (0.18881, -2.14999, -1.07235)
C (1.54597, -0.54257, 0.74086)
C (-1.11581, 0.94059, -0.11929)
C (0.36326, 0.02820, 0.25743)
H (-0.95520, 1.15831, -1.15248)
H (-2.08517, 0.37109, 0.21470)
H (-1.19244, 1.97691, 0.20185)
H (2.52640, -0.42370, 1.14546)